8
Properties=species:S:1:pos:R:3 method="wB97M-V/def2-TZVPD" multiplicity=1 orbital_gap_ha=0.341 lumo_ev=-0.5 smiles=Brc1ncn(Br)n1 e_homo_ha=-0.357 de_lowest_kj_mol=48.59
C -0.418 -0.599 0.770
C -0.319 0.177 -1.167
N -1.033 -0.656 -0.377
N 0.700 0.742 -0.568
N 0.633 0.243 0.670
Br -0.746 0.489 -2.937
Br 1.866 0.728 1.946
H -0.683 -1.125 1.662

***

7
Properties=species:S:1:pos:R:3 method="wB97M-V/def2-TZVPD" multiplicity=1 orbital_gap_ha=0.297 lumo_ev=-1.4 e_homo_ha=-0.347 de_lowest_kj_mol=196.83
C 1.463 1.089 -0.753
C -1.588 -0.768 0.897
N 0.733 0.833 0.180
O 1.994 1.396 -1.725
Br -2.447 -0.348 -0.655
Br -1.042 -2.621 0.971
H 0.886 0.419 1.085

***

8
Properties=species:S:1:pos:R:3 method="wB97M-V/def2-TZVPD" multiplicity=1 orbital_gap_ha=0.309 lumo_ev=-1.6 e_homo_ha=-0.367 de_lowest_kj_mol=199.85
C -0.515 0.318 0.342
C 0.945 0.760 0.035
N -0.882 -0.968 -0.048
O -2.040 -1.282 -0.019
O -0.039 -1.774 -0.368
Br 1.558 2.521 -0.158
Br 2.211 -0.548 -0.074
H -1.238 0.973 0.290

***

8
Properties=species:S:1:pos:R:3 method="wB97M-V/def2-TZVPD" multiplicity=1 orbital_gap_ha="0.365 / 0.198" lumo_ev="-1.6 / -3.9" e_homo_ha="-0.425 / -0.342" de_lowest_kj_mol=351.69
C 0.459 -0.582 -0.387
C 0.308 0.756 0.312
F 1.308 1.652 -0.232
F 0.618 0.873 1.640
Cl -2.623 -1.530 -0.237
Cl -1.299 1.443 0.019
Br 1.021 -2.152 0.302
H 0.209 -0.459 -1.417